Entry 1:
Computed, not measured: a molecular structure, C14H21Cl2CoN2O2S5 at a distorted geometry, with ωB97M-V with the def2-TZVPD basis set.

The geometry in XYZ format:
```
47
Properties=species:S:1:pos:R:3:forces:R:3
Co 0.0326 0.3177 -0.2891 -0.5 -0.4 2.4
C 3.0585 -0.5703 0.1599 0.0 0.1 0.0
C 3.0461 0.7300 0.9562 0.0 0.0 0.1
S 1.5325 1.7605 0.6837 -0.1 -0.1 -0.3
C 0.9261 1.9522 2.4216 0.0 0.0 0.1
C -0.5518 1.6363 2.6482 0.1 0.2 -0.1
S -0.8009 -0.0091 1.9495 0.2 0.1 -0.8
C -2.5375 -0.3181 1.5586 -0.1 0.0 -0.1
C -2.5226 -1.5400 0.6417 -0.1 -0.1 0.1
S -1.3962 -1.4019 -0.8122 0.1 0.3 -0.2
C -0.3577 -2.9176 -0.6129 0.0 -0.1 0.0
C 1.1418 -2.6550 -0.6989 -0.1 0.0 -0.1
S 1.4820 -1.3736 0.5313 0.0 0.2 -0.4
H 3.8935 -1.1904 0.4870 -0.1 0.0 0.1
H 3.1239 -0.3996 -0.9082 0.0 0.0 0.0
H 3.9090 1.3409 0.6965 0.0 0.0 -0.1
H 3.0905 0.5321 2.0258 0.0 0.0 0.0
H 1.1313 2.9791 2.7194 0.0 0.0 0.0
H 1.5518 1.2970 3.0253 0.0 0.0 0.0
H -1.2032 2.3538 2.1587 0.0 0.0 0.0
H -0.7555 1.6301 3.7191 0.0 -0.1 0.0
H -2.9941 0.5483 1.0881 0.0 0.0 0.0
H -3.0999 -0.5518 2.4629 0.1 0.0 0.1
H -3.5244 -1.7256 0.2579 0.0 0.0 0.0
H -2.2059 -2.4258 1.1905 0.0 0.0 0.0
H -0.6585 -3.6138 -1.3944 0.0 0.0 0.0
H -0.6243 -3.3551 0.3484 0.0 0.0 0.0
H 1.4435 -2.2972 -1.6778 0.0 0.0 0.0
H 1.6839 -3.5687 -0.4545 0.0 0.0 0.1
Cl 0.2760 -1.3035 -4.8869 0.0 0.0 0.0
C 0.9528 0.2529 -4.3907 0.2 0.0 0.0
Cl 0.2793 1.5946 -5.3185 0.0 0.0 0.0
C 0.6780 0.3910 -2.9033 0.1 -0.1 0.1
O 1.4266 -0.1974 -2.0995 0.0 0.2 -0.2
O -0.3105 1.0264 -2.4775 0.2 -0.8 -0.4
H 2.0225 0.2276 -4.5714 0.0 0.0 0.0
S -1.6319 2.0414 -0.2612 0.3 0.0 -0.2
C -1.3378 3.4519 -1.2659 0.0 -0.1 -0.1
N -1.0087 3.3356 -2.5681 -0.2 0.9 0.0
C -0.9052 4.4012 -3.3748 -0.1 0.1 0.2
C -1.1682 5.6459 -2.8646 0.0 0.0 -0.1
C -1.5019 5.7057 -1.5151 0.0 0.0 0.1
N -1.5709 4.6343 -0.7256 0.0 0.1 0.0
H -0.7924 2.3795 -2.8995 0.0 -0.2 -0.1
H -0.6190 4.2024 -4.3982 0.0 0.0 0.0
H -1.1092 6.5291 -3.4814 0.0 0.0 0.0
H -1.7169 6.6562 -1.0413 0.0 0.0 0.0
```
Forces are in eV/Å.

Results
Highest occupied orbital energy (alpha / beta) ... -14.8 / -14.7 eV
E ... -5099.62899 hartree
Charge ... +2

---

Entry 2:
Computed, not measured: 6 unconnected molecules or ions with the total composition C25H37ClF16N2O12S at a distorted geometry, with ωB97M-V with the def2-TZVPD basis set.

The geometry in XYZ format:
```
94
Properties=species:S:1:pos:R:3:forces:R:3
C -0.8507 4.8245 0.3728 0.0 -0.2 -0.3
C -2.0925 4.4925 -0.4770 0.5 0.7 0.0
C -3.4509 4.8801 0.1113 0.6 0.2 0.5
Cl -3.2691 6.4877 0.9436 -0.1 -0.1 -0.1
N -4.1171 3.9799 1.0746 0.4 -0.6 -0.8
C -5.5600 3.8304 0.7247 -0.4 0.3 0.3
C -6.3424 5.1057 1.0442 0.0 -0.2 -0.2
N -7.7786 4.9368 0.8288 0.2 -0.1 0.2
S -3.5424 2.4341 1.2327 -1.8 -0.8 0.3
O -3.6073 1.7039 0.0093 0.8 0.3 -0.2
O -4.1856 1.8368 2.3513 0.3 0.3 0.2
F -2.0742 2.6633 1.6381 0.2 0.2 -0.2
H -1.0084 4.6828 1.4365 0.1 0.1 0.1
H -0.5393 5.8494 0.1892 -0.1 0.1 0.1
H -0.0253 4.1892 0.0503 0.0 -0.1 0.1
H -1.9894 5.1159 -1.3671 -0.2 -0.1 -0.1
H -2.0655 3.4675 -0.8392 -0.3 -0.1 0.1
H -4.1153 5.1126 -0.7071 -0.3 -0.4 0.2
H -6.0021 3.0309 1.3155 0.2 -0.1 0.1
H -5.6707 3.5445 -0.3264 0.1 0.1 -0.1
H -6.1442 5.3406 2.0893 -0.1 0.2 0.0
H -5.9948 5.9437 0.4400 0.0 0.0 0.0
H -8.1726 4.4029 1.5941 -0.1 0.0 -0.1
H -7.9483 4.4067 -0.0182 -0.1 0.1 -0.1
C -0.9182 4.7751 -6.3457 -0.1 0.2 0.1
C 0.4956 4.6484 -5.8234 -0.1 -0.3 -0.3
O 0.9128 5.8543 -5.1482 0.1 0.0 0.1
C 0.5227 5.9806 -3.8920 0.0 -0.1 -0.1
O -0.1353 5.2086 -3.2589 -0.1 0.0 0.1
C 1.0806 7.2904 -3.3005 -0.1 0.0 0.0
F 0.9363 8.3079 -4.1512 0.0 0.1 0.0
F 2.3831 7.1460 -3.0345 0.1 0.0 0.0
F 0.4510 7.5917 -2.1720 0.0 0.0 0.1
H -1.0087 5.6501 -6.9898 0.0 0.0 -0.1
H -1.1849 3.8880 -6.9187 0.0 0.0 0.0
H -1.6298 4.8853 -5.5283 0.0 -0.1 0.0
H 1.2018 4.5230 -6.6406 0.1 0.1 0.0
H 0.6024 3.7974 -5.1526 0.0 0.1 0.1
C -1.2586 -0.5391 1.8102 0.2 0.1 0.1
C -1.4344 -1.8165 2.5976 -0.4 0.0 -0.3
O -0.2491 -2.1298 3.3624 0.0 -0.1 0.1
C -0.1208 -1.5072 4.5220 -0.1 0.0 -0.1
O -0.8722 -0.7191 5.0120 0.0 0.0 0.1
C 1.1685 -1.9858 5.2175 0.1 0.1 0.0
F 2.1949 -2.0438 4.3666 0.0 0.0 0.0
F 0.9823 -3.2167 5.7221 -0.1 0.1 0.0
F 1.4984 -1.1750 6.2134 0.0 0.0 0.1
H -0.3718 -0.5987 1.1778 -0.1 -0.1 -0.1
H -2.1296 -0.3629 1.1798 0.0 0.0 0.0
H -1.1345 0.3136 2.4762 -0.1 0.0 0.0
H -1.5737 -2.6656 1.9325 0.1 -0.1 0.0
H -2.2975 -1.7637 3.2593 0.1 0.1 0.1
C 2.0947 -6.0486 5.3947 0.0 -0.3 -0.3
C 3.4951 -6.5507 5.6627 -0.1 0.3 0.4
O 3.8740 -7.5815 4.7237 0.1 -0.1 0.0
C 4.3156 -7.1638 3.5494 -0.1 0.1 0.2
O 4.4396 -6.0354 3.1786 0.0 0.0 -0.1
C 4.7109 -8.3794 2.6893 -0.1 -0.1 -0.2
F 3.7975 -9.3505 2.7570 0.0 0.0 0.1
F 5.8803 -8.8835 3.1193 -0.2 0.2 0.2
F 4.8538 -8.0356 1.4169 0.0 0.1 0.0
H 1.3878 -6.8793 5.3977 0.0 0.0 0.1
H 1.8027 -5.3374 6.1602 0.0 0.0 0.1
H 2.0321 -5.5597 4.4233 0.0 0.1 0.0
H 3.5571 -7.0221 6.6408 0.0 -0.1 -0.1
H 4.2242 -5.7423 5.6340 0.0 0.0 -0.2
C 7.9306 -10.6752 1.8026 0.1 -0.2 -0.3
C 9.3332 -11.1321 2.1333 -0.2 0.3 0.3
O 9.7706 -12.1846 1.2465 0.1 -0.1 0.0
C 10.2439 -11.7970 0.0736 -0.1 0.1 0.2
O 10.3512 -10.6775 -0.3297 0.0 0.0 -0.1
C 10.7028 -13.0308 -0.7296 0.0 0.0 -0.1
F 9.8085 -14.0194 -0.6583 0.0 -0.1 0.0
F 11.8642 -13.4822 -0.2401 0.1 0.0 0.0
F 10.8801 -12.7164 -2.0059 0.0 0.0 -0.1
H 7.2420 -11.5209 1.8116 0.0 0.0 0.1
H 7.5921 -9.9412 2.5256 0.2 -0.1 0.0
H 7.8897 -10.2246 0.8109 0.0 0.1 0.0
H 9.3728 -11.5672 3.1294 0.0 -0.1 -0.1
H 10.0430 -10.3069 2.1004 0.0 0.0 -0.2
C -6.8304 8.4731 -6.1994 0.2 0.0 0.1
C -7.1453 7.0865 -5.6850 -0.3 0.1 -0.3
O -5.9989 6.4995 -5.0303 0.0 -0.1 0.1
C -5.8043 6.8583 -3.7723 -0.1 0.0 -0.2
O -6.4648 7.6065 -3.1176 0.0 0.0 0.1
C -4.5765 6.1151 -3.2122 0.2 0.1 0.0
F -3.5563 6.1162 -4.0723 0.0 0.0 -0.1
F -4.8908 4.8354 -2.9543 -0.1 0.0 0.1
F -4.1646 6.6842 -2.0801 -0.1 0.1 -0.2
H -5.9606 8.4474 -6.8561 0.0 0.0 -0.1
H -7.6797 8.8655 -6.7568 0.0 0.0 0.0
H -6.6111 9.1551 -5.3787 -0.1 0.0 0.0
H -7.3787 6.4115 -6.5050 0.1 -0.1 0.0
H -7.9931 7.0926 -5.0018 0.1 0.0 0.1
```
Forces are in eV/Å.

Results
Highest occupied orbital energy ... -9.7 eV
E ... -4443.51305 hartree
Structure (SMILES) ... CC[C@H](Cl)N(CCN)S(=O)(=O)F.CCOC(=O)C(F)(F)F.CCOC(=O)C(F)(F)F.CCOC(=O)C(F)(F)F.CCOC(=O)C(F)(F)F.CCOC(=O)C(F)(F)F

---

Entry 3:
Computed, not measured: a single C5H9F molecule at a distorted geometry, with ωB97M-V with the def2-TZVPD basis set.

The geometry in XYZ format:
```
15
Properties=species:S:1:pos:R:3:forces:R:3
C -0.0364 -0.2832 -1.0255 -1.3 -1.3 1.9
C -1.2044 -0.3303 -0.0486 -0.3 0.9 3.4
C 1.1938 0.1268 -0.3575 0.7 2.8 0.3
C -2.0525 0.9228 0.3493 1.1 -0.5 -5.9
C 2.0743 -0.7618 0.3974 -0.8 1.0 0.9
F 1.2667 1.4701 0.1718 -0.5 -2.0 -0.9
H 0.1100 -1.3275 -1.2657 0.2 -0.2 -0.7
H -0.4143 0.2577 -1.8256 0.1 1.2 -1.9
H -1.0128 -0.8467 0.9455 0.0 -0.1 -1.5
H -2.5551 0.8145 1.2311 -0.6 0.1 2.6
H -2.8843 1.0937 -0.4292 1.0 -0.4 0.8
H -1.3939 1.7811 0.1130 -0.4 0.0 1.1
H 2.3824 -1.5780 -0.1687 -0.2 -1.9 -1.0
H 1.5017 -1.0190 1.3001 0.7 -0.5 0.2
H 3.0250 -0.3202 0.6125 0.3 0.8 0.6
```
Forces are in eV/Å.

Results
Highest occupied orbital energy (alpha / beta) ... -7.7 / -8.1 eV
E ... -295.61746 hartree

---

Entry 4:
Computed, not measured: a single C5H8N2O molecule at a distorted geometry, with ωB97M-V with the def2-TZVPD basis set.

The geometry in XYZ format:
```
16
Properties=species:S:1:pos:R:3:forces:R:3
C -3.1594 -0.2256 -0.3337 0.5 1.6 3.8
N -2.0549 -0.5486 -0.8229 1.9 0.9 -0.9
N -0.8687 0.2127 -0.3496 -1.6 -0.6 -4.9
C -0.6531 0.1118 0.9562 2.5 3.7 4.7
C 0.2489 -0.6304 0.1066 0.4 -2.6 -1.7
C 1.6910 -0.5353 -0.2526 5.1 2.8 2.3
C 2.5644 0.8559 -0.4680 0.7 0.5 -2.1
O 2.5416 -1.4117 -0.0055 -3.5 0.2 -0.9
H -4.0378 -0.6589 -0.6712 -1.4 -1.0 -1.0
H -3.3566 0.3703 0.6767 0.8 -0.6 -2.2
H -0.2413 1.0341 1.4622 -0.6 -0.9 -0.4
H -1.4115 -0.3498 1.4671 -1.3 -1.5 1.8
H 0.1048 -1.6921 0.0893 -0.8 -0.6 0.1
H 2.4791 1.8022 0.2742 -0.1 -2.6 -1.6
H 2.5031 1.2423 -1.5761 -0.6 -0.3 2.1
H 3.6502 0.4231 -0.5528 -2.0 1.0 1.0
```
Forces are in eV/Å.

Results
Highest occupied orbital energy ... -9.7 eV
E ... -379.88699 hartree
Structure (SMILES) ... C=NN1C[C@@H]1C(C)=O